Version i
The following is a DFT calculation (ωB97M-V with the def2-TZVPD basis set) of C6H12O2 in the gas phase.

Element x y z (Å)
C -1.46 -0.43 0.29
C -0.11 -0.08 -0.02
C 0.26 1.15 -0.82
C -0.98 2.10 -0.91
O 0.63 0.76 -2.13
C 1.02 -0.95 0.45
C 0.68 -2.18 1.16
O 1.80 -0.06 1.38
H -1.61 -0.87 1.18
H -2.34 -0.28 -0.22
H 1.19 1.60 -0.26
H -0.56 3.08 -1.13
H -1.60 2.24 0.07
H -1.59 1.83 -1.79
H -0.13 0.24 -2.43
H 1.68 -1.16 -0.49
H 1.58 -2.77 1.28
H 0.13 -1.88 2.03
H 0.18 -2.79 0.41
H 1.23 0.47 1.95

Properties
LUMO energy: 0.72 eV
Structure (SMILES): C=C([C@H](C)O)[C@H](C)O
Gap between HOMO and LUMO: 9.6 eV

=====

Version ii
The following is a DFT calculation (ωB97M-V with the def2-TZVPD basis set) of a 2-piece molecular cluster, C6H12O2 overall.

Element x y z (Å)
C 8.26 2.88 -5.26
C 9.71 3.18 -5.73
C 9.90 4.67 -5.83
O 10.65 5.10 -6.70
H 7.42 2.99 -5.97
H 8.10 3.57 -4.41
H 8.26 1.85 -4.87
H 10.50 2.95 -5.00
H 9.98 2.70 -6.69
H 9.35 5.29 -5.08
C 3.54 -1.53 -1.50
C 3.77 -2.65 -2.58
C 4.77 -3.71 -2.19
O 5.67 -3.45 -1.38
H 2.94 -0.68 -1.86
H 4.53 -1.17 -1.18
H 3.03 -1.97 -0.62
H 2.78 -3.14 -2.72
H 4.02 -2.14 -3.53
H 4.72 -4.70 -2.70

Properties
LUMO energy: 0.70 eV
Structure (SMILES): CCC=O.CCC=O
Gap between HOMO and LUMO: 10.5 eV

=====

Version iii
The following is a DFT calculation (ωB97M-V with the def2-TZVPD basis set) of C6H12O2 as an isolated structure.

Element x y z (Å)
C 2.32 -0.74 0.07
C 1.64 0.45 -0.61
C 0.32 0.81 -0.69
C -0.71 0.31 0.08
C -0.52 0.20 1.47
C -1.12 -0.89 -0.67
H 3.39 -1.08 -0.62
H 1.61 -1.62 0.34
H 2.70 -0.17 1.17
H 2.33 0.94 -1.34
H -0.10 1.58 -1.48
H -1.03 1.35 1.84
H -1.16 -0.91 1.94
H 0.58 0.17 1.87
H -1.35 2.65 -0.41
H -1.00 -0.80 -1.79
H -0.61 -1.89 -0.07
H -2.81 -0.32 -0.62
O -1.96 1.18 -0.15
O -2.49 -1.21 -0.32

Properties
LUMO energy: -1.14 eV
Gap between HOMO and LUMO: 8.1 eV

=====

Energy ordering: version ii at the bottom, the next structure 34.7 kcal/mol above.

=====

Version i
The following is a DFT calculation (ωB97M-V with the def2-TZVPD basis set) of CH3ClN2O2 in the gas phase.

Element x y z (Å)
O 1.18 -1.21 0.68
N 0.32 -0.23 0.12
C -0.98 -0.72 -0.17
Cl -2.22 0.31 0.53
N 0.48 0.99 -0.04
O 1.69 1.41 0.41
H -1.10 -0.79 -1.24
H -1.24 -1.78 0.10
H 1.88 2.01 -0.39

Properties
LUMO energy (spin up / spin down): -0.05 / -0.05 eV
Structure (SMILES): [O-]/[N+](CCl)=N\O
Gap between HOMO and LUMO (spin up / spin down): 9.8 / 9.8 eV

=====

Version ii
The following is a DFT calculation (ωB97M-V with the def2-TZVPD basis set) of a 2-piece molecular cluster, CH3ClN2O2 overall.

Element x y z (Å)
C -1.46 -0.12 -0.78
N -0.46 -0.74 -0.28
O -0.59 -1.83 0.31
H -2.47 -0.64 -0.68
H -1.55 0.78 -1.24
H 0.52 -0.31 -0.22
O 2.18 0.97 -0.22
N 2.58 1.02 0.87
Cl 1.25 0.87 2.25

Properties
LUMO energy: -1.88 eV
Structure (SMILES): C=[NH+][O-].O=NCl
Gap between HOMO and LUMO: 7.0 eV

=====

Energy ordering: version i at the bottom, the next structure 9.7 kcal/mol above.

=====

Version i
The following is a DFT calculation (ωB97M-V with the def2-TZVPD basis set) of C4H7N3O in the gas phase.

Element x y z (Å)
O 2.09 -0.97 -0.71
C 1.91 -0.01 0.41
C 0.78 1.08 -0.10
C -0.58 0.45 -0.18
C -1.88 0.85 -0.29
N -2.70 -0.30 -0.02
N -1.75 -1.24 -0.01
N -0.46 -0.91 -0.09
H 1.22 -1.56 -0.27
H 2.73 0.58 0.59
H 1.67 -0.71 1.42
H 0.55 1.82 0.75
H 1.05 1.36 -1.07
H -2.62 1.75 -0.78
H -2.02 -2.19 0.36

Properties
LUMO energy: 0.95 eV
Structure (SMILES): OCCc1cn[nH]n1
Gap between HOMO and LUMO: 10.6 eV

=====

Version ii
The following is a DFT calculation (ωB97M-V with the def2-TZVPD basis set) of a 2-piece molecular cluster, C4H7N3O overall.

Element x y z (Å)
H -1.12 -1.17 -1.03
N -0.21 -0.66 -0.95
C 0.24 -0.69 0.23
O -0.14 -1.41 1.28
C 1.45 0.24 0.53
N 1.53 1.56 0.05
C 1.91 1.60 -1.16
H -1.05 -1.82 1.22
H 1.35 0.24 1.64
H 2.31 -0.30 -0.02
H 1.96 2.54 -1.54
H 2.25 0.68 -1.64
C -3.49 -0.24 0.50
N -2.85 -1.18 0.54
H -4.15 0.60 0.35

Properties
LUMO energy: 0.82 eV
Structure (SMILES): [H]/N=C(\O)CN=C.C#N
Gap between HOMO and LUMO: 10.4 eV

=====

Energy ordering: version ii at the bottom, the next structure 35.5 kcal/mol above.

=====

Version i
The following is a DFT calculation (ωB97M-V with the def2-TZVPD basis set) of C4H7N3O in the gas phase.

Element x y z (Å)
H 0.19 0.24 2.62
N 0.15 1.07 2.09
C 0.10 0.72 0.88
C -0.16 1.67 -0.27
O -0.26 0.83 -1.42
C -0.11 -0.44 -1.05
C -0.12 -1.48 -1.90
N 0.12 -0.52 0.31
N 0.26 -1.62 1.10
H -1.11 2.25 -0.16
H 0.68 2.41 -0.41
H 0.10 -2.49 -1.62
H -0.28 -1.41 -2.99
H -0.52 -1.72 1.74
H 1.05 -1.32 1.69

Properties
LUMO energy: 0.73 eV
Structure (SMILES): [H]/N=C1/COC(=C)N1N
Gap between HOMO and LUMO: 9.0 eV

=====

Version ii
The following is a DFT calculation (ωB97M-V with the def2-TZVPD basis set) of C4H7N3O in the gas phase.

Element x y z (Å)
N 1.55 -0.16 -0.83
C 0.11 0.01 -0.70
C -0.59 -1.36 -0.97
C -0.63 -0.78 0.36
N 0.08 -0.55 1.34
N 0.15 0.99 1.22
C -0.25 1.30 -0.10
O -0.58 2.43 -0.57
H 1.73 0.59 0.08
H 1.71 0.33 -1.92
H 0.31 -2.21 -1.01
H -1.60 -1.46 -1.47
H -1.68 -0.24 0.37
H -0.61 -0.70 2.01
H 0.29 1.79 2.19

Properties
LUMO energy: 0.64 eV
Structure (SMILES): N[C@@]12C[C@H]1NNC2=O
Gap between HOMO and LUMO: 9.2 eV

=====

Energy ordering: version i at the bottom, the next structure 164.5 kcal/mol above.

=====

Version i
The following is a DFT calculation (ωB97M-V with the def2-TZVPD basis set) of C4H7N3O in the gas phase.

Element x y z (Å)
C -1.23 -1.76 -2.04
N -0.01 -1.11 -1.29
N -0.78 -0.64 -0.18
C 0.05 0.33 0.46
C 0.98 1.08 -0.03
N 1.55 1.98 1.00
O 1.05 1.54 2.21
C 0.02 0.51 1.90
H -1.80 -1.01 -2.76
H -0.92 -2.55 -2.84
H -1.84 -2.10 -1.23
H 1.20 1.30 -1.05
H 2.53 1.98 0.93
H 0.32 -0.35 2.51
H -1.12 0.78 2.41

Properties
LUMO energy: -0.72 eV
Structure (SMILES): C/N=N/C1=CNOC1
Gap between HOMO and LUMO: 7.4 eV

=====

Version ii
The following is a DFT calculation (ωB97M-V with the def2-TZVPD basis set) of C4H7N3O in the gas phase.

Element x y z (Å)
N 2.60 0.54 0.00
N 1.82 -0.52 0.07
C 0.57 -0.39 -0.08
N -0.35 -1.45 0.19
O -1.68 -1.04 -0.10
C -1.64 0.35 -0.40
C -1.38 1.42 0.60
C -0.22 0.95 -0.35
H 3.32 0.35 0.67
H 3.14 0.61 -0.87
H -0.31 -2.30 0.73
H -2.35 0.60 -1.21
H -1.21 1.14 1.62
H -1.69 2.44 0.60
H 0.11 1.58 -1.17

Properties
LUMO energy: 1.10 eV
Structure (SMILES): N/N=C1/NO[C@H]2C[C@@H]12
Gap between HOMO and LUMO: 8.9 eV

=====

Version iii
The following is a DFT calculation (ωB97M-V with the def2-TZVPD basis set) of C4H7N3O in the gas phase.

Element x y z (Å)
C 0.55 -0.32 2.23
C 0.58 -0.67 0.96
N -0.10 0.09 -0.08
N 0.54 0.30 -1.27
C 1.80 0.10 -1.41
C -1.51 0.16 -0.12
N -1.90 0.83 -1.19
O -2.35 -0.15 0.79
H 0.80 -1.07 3.14
H 0.07 0.63 2.63
H 1.04 -1.64 0.67
H 2.52 -0.16 -0.63
H 2.14 0.62 -2.33
H -1.29 0.88 -1.93
H -2.90 0.39 -1.47

Properties
LUMO energy: 0.86 eV
Structure (SMILES): C=CN(N=C)C(N)=O
Gap between HOMO and LUMO: 10.2 eV

=====

Energy ordering: version iii at the bottom, the next structure 58.4 kcal/mol above.

=====

Version i
The following is a DFT calculation (ωB97M-V with the def2-TZVPD basis set) of C4H7N3O in the gas phase.

Element x y z (Å)
O 2.28 1.02 1.27
N 1.78 0.86 -0.02
C 0.61 0.39 -0.06
C -0.26 0.02 1.17
C -1.49 -0.76 0.75
N -1.78 -1.16 -0.45
N -0.74 -1.11 -1.40
C -0.05 0.16 -1.41
H 3.16 1.37 1.07
H -0.47 0.91 1.78
H 0.36 -0.64 1.76
H -2.25 -1.00 1.57
H -1.14 -1.33 -2.29
H -0.71 1.03 -1.53
H 0.70 0.23 -2.21

Properties
LUMO energy: 0.93 eV
Structure (SMILES): O/N=C1\CC=NNC1
Gap between HOMO and LUMO: 10.0 eV

=====

Version ii
The following is a DFT calculation (ωB97M-V with the def2-TZVPD basis set) of C4H7N3O as an isolated structure.

Element x y z (Å)
C -1.93 -0.29 0.92
C -0.60 -0.25 0.12
C 1.97 -0.23 0.68
C 0.47 0.08 -2.04
H -1.52 -0.74 2.06
H -2.96 -1.11 0.55
H -2.54 0.95 1.07
H 0.31 0.22 1.95
H 2.48 0.29 1.46
H 0.63 -0.96 -2.46
H 0.53 1.83 -1.58
N 0.49 -0.35 1.16
N -0.67 0.00 -1.18
N 0.98 1.26 -2.37
O 2.37 -0.70 -0.31

Properties
LUMO energy: 0.34 eV
Gap between HOMO and LUMO: 10.1 eV

=====

Energy ordering: version i at the bottom, the next structure 38.0 kcal/mol above.

=====

Version i
The following is a DFT calculation (ωB97M-V with the def2-TZVPD basis set) of C4H7N3O as an isolated structure.

Element x y z (Å)
C 0.13 0.85 -0.04
C -0.12 -0.27 0.78
N 1.38 1.34 -0.20
N 0.99 -0.93 1.37
C -1.39 -0.84 0.77
O -2.25 -0.63 -0.16
C -0.71 0.16 -2.21
N 0.05 0.17 -3.07
H -1.67 -0.30 -1.32
H -0.69 1.54 -0.19
H 2.13 0.68 -0.11
H 1.50 2.10 -0.86
H 0.76 -1.84 1.74
H 1.47 -0.36 2.06
H -1.57 -1.69 1.44

Properties
LUMO energy: -0.27 eV
Gap between HOMO and LUMO: 8.4 eV

=====

Version ii
The following is a DFT calculation (ωB97M-V with the def2-TZVPD basis set) of C4H7N3O as an isolated structure.

Element x y z (Å)
C 0.01 0.77 -2.26
C -0.42 0.92 -0.67
C 1.19 -0.11 1.07
C -1.18 -0.35 -0.31
H 0.90 -0.23 -2.42
H -0.87 0.44 -3.05
H 0.36 1.85 -2.20
H -1.07 1.74 -0.45
H 2.13 -0.48 1.50
H 0.54 0.20 2.80
H -0.87 -1.97 2.13
N 1.01 0.73 -0.03
N 0.11 -0.46 1.95
N -1.96 -1.27 -0.32
O 0.11 -1.76 2.26

Properties
LUMO energy: 0.41 eV
Gap between HOMO and LUMO: 10.4 eV

=====

Energy ordering: version i at the bottom, the next structure 99.6 kcal/mol above.